(1)
124
Properties=species:S:1:pos:R:3 method="wB97M-V/def2-TZVPD" charge=-1 orbital_gap_ha=0.34061
P -2.309 0.020 -1.935
F -2.506 1.396 -2.704
F -2.694 0.698 -0.555
F -3.923 -0.227 -2.157
F -2.021 -1.356 -1.189
F -2.078 -0.719 -3.349
F -0.755 0.379 -1.539
C 9.276 0.740 -1.449
C 8.066 1.029 -0.669
C 6.887 1.657 -1.476
O 5.595 1.716 -0.757
C 4.685 2.706 -1.292
N 7.561 -0.241 -0.175
H 9.325 -0.194 -2.008
H 10.096 0.539 -0.759
H 9.703 1.418 -2.188
H 8.334 1.626 0.203
H 6.820 1.189 -2.457
H 7.067 2.722 -1.628
H 3.753 2.754 -0.729
H 4.415 2.558 -2.338
H 5.225 3.652 -1.300
H 8.314 -0.554 0.421
H 7.811 -0.867 -0.927
C -9.169 -2.380 -3.482
C -9.906 -2.115 -2.112
C -9.686 -3.317 -1.205
O -10.374 -4.474 -1.674
C -10.694 -5.572 -0.798
N -9.418 -0.837 -1.598
H -9.577 -3.285 -3.932
H -8.093 -2.558 -3.467
H -9.470 -1.599 -4.181
H -10.967 -1.988 -2.327
H -9.975 -3.145 -0.168
H -8.607 -3.423 -1.098
H -11.269 -5.122 0.011
H -9.865 -6.102 -0.328
H -11.255 -6.374 -1.278
H -9.432 -0.165 -2.352
H -8.453 -0.764 -1.308
C -5.185 5.637 -0.010
C -3.967 6.600 0.165
C -3.331 6.271 1.564
O -2.195 6.923 2.078
C -2.291 8.328 2.199
N -3.134 6.406 -0.959
H -5.647 5.903 -0.961
H -5.969 5.806 0.729
H -4.895 4.615 0.233
H -4.370 7.611 0.213
H -2.883 5.295 1.381
H -4.072 6.175 2.357
H -3.280 8.670 2.507
H -2.044 8.899 1.304
H -1.487 8.568 2.894
H -3.251 5.407 -1.052
H -2.165 6.565 -0.725
C 1.078 -2.046 -8.063
C 1.804 -0.912 -8.736
C 2.122 0.255 -7.831
O 2.874 1.209 -8.556
C 3.157 2.426 -7.785
N 2.931 -1.318 -9.498
H 0.195 -1.774 -7.484
H 1.745 -2.628 -7.427
H 0.759 -2.840 -8.739
H 1.162 -0.602 -9.560
H 2.750 0.078 -6.958
H 1.200 0.752 -7.527
H 2.451 2.665 -6.989
H 3.030 3.294 -8.433
H 4.180 2.437 -7.410
H 3.589 -1.794 -8.898
H 2.648 -2.096 -10.076
C 2.193 -5.138 -0.012
C 2.676 -3.985 0.883
C 3.462 -4.475 2.142
O 4.342 -3.464 2.563
C 5.205 -4.008 3.555
N 3.419 -3.038 0.014
H 1.516 -4.599 -0.675
H 1.558 -5.878 0.476
H 2.874 -5.650 -0.692
H 1.810 -3.488 1.320
H 3.907 -5.435 1.881
H 2.714 -4.691 2.904
H 4.714 -4.430 4.431
H 5.943 -3.290 3.912
H 5.691 -4.884 3.126
H 3.888 -3.760 -0.514
H 2.785 -2.663 -0.677
C 1.841 2.542 5.037
C 3.032 2.001 4.288
C 4.247 1.730 5.069
O 5.338 1.320 4.268
C 6.549 1.402 5.044
N 2.762 0.746 3.509
H 2.078 3.489 5.522
H 1.484 1.737 5.681
H 1.047 2.834 4.351
H 3.334 2.743 3.549
H 4.122 0.912 5.778
H 4.397 2.626 5.671
H 6.696 2.334 5.590
H 7.404 1.260 4.383
H 6.610 0.597 5.776
H 2.009 0.888 2.852
H 2.189 0.191 4.129
C -5.114 -1.370 4.603
C -4.020 -2.541 4.568
O -3.362 -2.537 5.773
C -2.054 -2.491 5.948
O -1.236 -2.169 5.123
O -1.721 -2.969 7.143
C -0.327 -3.306 7.420
H -5.814 -1.434 5.435
H -5.609 -1.206 3.646
H -4.654 -0.411 4.839
H -3.382 -2.483 3.686
H -4.665 -3.416 4.494
H 0.056 -4.101 6.781
H -0.273 -3.757 8.411
H 0.390 -2.493 7.305

---

(2)
134
Properties=species:S:1:pos:R:3 method="wB97M-V/def2-TZVPD" charge=+2 orbital_gap_ha=0.13540 relative_energy_kj_mol=80.0
Hf -13.988 -7.884 20.339
C -16.234 -9.598 24.228
F -15.474 -9.571 25.299
F -15.877 -10.562 23.366
F -17.566 -9.861 24.456
S -16.147 -7.843 23.330
O -17.420 -7.691 22.672
O -15.706 -6.920 24.335
O -15.038 -8.018 22.373
C -11.482 -9.263 24.418
F -11.011 -10.279 25.152
F -12.435 -8.621 25.052
F -10.502 -8.342 24.323
S -12.068 -9.946 22.696
O -12.696 -8.791 21.930
O -10.829 -10.523 22.096
O -13.155 -10.925 22.874
C -13.606 -12.035 26.516
O -13.805 -12.938 25.386
H -12.805 -11.305 26.397
H -14.547 -11.537 26.751
H -13.300 -12.657 27.357
H -13.533 -12.580 24.538
C -18.562 -12.993 24.076
O -17.489 -13.197 23.147
H -19.391 -13.697 24.001
H -18.229 -13.180 25.097
H -18.949 -11.996 23.868
H -16.768 -12.606 23.377
C -19.140 -11.959 19.920
C -19.391 -10.505 20.354
C -20.657 -10.352 21.233
O -20.994 -8.892 21.324
C -22.329 -8.499 20.973
N -18.246 -10.168 21.121
H -18.928 -12.593 20.781
H -18.339 -11.945 19.180
H -20.032 -12.278 19.380
H -19.384 -9.963 19.409
H -20.554 -10.811 22.216
H -21.416 -10.892 20.667
H -22.498 -7.448 21.210
H -23.021 -9.231 21.389
H -22.447 -8.549 19.891
H -18.637 -9.293 21.440
H -18.226 -10.761 21.938
C -19.559 -4.786 19.721
C -19.375 -5.388 21.134
C -20.574 -5.127 22.037
O -20.573 -3.873 22.666
C -21.692 -3.699 23.379
N -19.228 -6.805 20.806
H -18.577 -4.963 19.280
H -19.749 -3.715 19.787
H -20.278 -5.291 19.076
H -18.480 -4.963 21.588
H -20.529 -5.985 22.707
H -21.436 -5.295 21.391
H -21.832 -2.702 23.796
H -21.780 -4.315 24.273
H -22.604 -3.720 22.781
H -20.111 -7.246 20.593
H -18.811 -7.218 21.628
C -11.597 -5.423 23.528
C -12.841 -5.962 22.878
C -13.952 -4.880 22.747
O -15.007 -5.329 21.727
C -15.740 -4.144 21.461
N -12.487 -6.225 21.515
H -12.004 -4.799 24.324
H -10.936 -4.777 22.951
H -10.932 -6.187 23.932
H -13.318 -6.714 23.507
H -13.497 -3.949 22.408
H -14.408 -4.598 23.696
H -15.286 -3.336 20.888
H -16.160 -3.654 22.340
H -16.664 -4.322 20.911
H -12.292 -5.294 21.175
H -11.496 -6.408 21.579
C -19.786 -8.108 25.069
C -21.100 -8.901 25.086
C -21.775 -8.820 26.474
O -22.993 -9.666 26.579
C -23.618 -9.611 27.785
N -22.021 -8.298 24.100
H -19.338 -8.125 24.075
H -18.921 -8.292 25.706
H -20.024 -7.073 25.316
H -20.910 -9.918 24.745
H -22.178 -7.842 26.733
H -21.079 -9.263 27.187
H -22.969 -9.877 28.619
H -24.483 -10.274 27.815
H -24.003 -8.599 27.913
H -21.709 -8.399 23.145
H -22.084 -7.313 24.315
C -18.033 -5.143 28.109
C -16.531 -5.237 28.139
C -15.900 -6.594 27.715
O -14.585 -6.755 28.237
C -14.075 -8.097 28.147
N -15.827 -4.115 27.456
H -18.473 -6.065 28.489
H -18.364 -4.868 27.107
H -18.470 -4.345 28.707
H -16.329 -5.076 29.198
H -16.099 -6.786 26.660
H -16.462 -7.384 28.213
H -13.704 -8.287 27.140
H -14.756 -8.933 28.308
H -13.251 -8.350 28.813
H -15.882 -3.291 28.039
H -14.864 -4.287 27.206
C -15.189 -11.110 20.202
C -13.755 -11.290 19.557
O -13.146 -9.977 19.415
O -15.597 -9.725 20.415
H -15.192 -11.547 21.200
H -15.840 -11.702 19.558
H -13.600 -11.769 18.590
H -13.170 -11.944 20.203
H -12.329 -10.275 19.007
H -16.486 -9.851 20.756
C -16.828 -7.091 18.640
C -16.057 -8.047 17.693
O -14.632 -8.152 18.017
O -16.320 -7.181 19.989
H -17.916 -7.075 18.574
H -16.466 -6.104 18.350
H -16.131 -7.714 16.657
H -16.530 -9.029 17.700
H -14.271 -8.461 17.183
H -17.077 -6.908 20.513

---

One value per record, in order, for HOMO level: -0.263; -0.445 hartree.